# 1
{"formula": "C40H74ClFO21S8", "method": "ωB97M-V/def2-TZVPD", "smiles": "C#C[C@](F)(COCOCCO)OC(=O)CCCCS(=O)(=O)Cl.O=S1(=O)CCCC1.O=S1(=O)CCCC1.O=S1(=O)CCCC1.O=S1(=O)CCCC1.O=S1(=O)CCCC1.O=S1(=O)CCCC1.O=S1(=O)CCCC1", "homo_lumo_gap_ev": 8.726, "species": ["C", "C", "C", "F", "C", "O", "C", "O", "C", "C", "O", "O", "C", "O", "C", "C", "C", "C", "S", "O", "O", "Cl", "H", "H", "H", "H", "H", "H", "H", "H", "H", "H", "H", "H", "H", "H", "H", "H", "H", "H", "C", "C", "C", "S", "O", "O", "C", "H", "H", "H", "H", "H", "H", "H", "H", "C", "C", "C", "S", "O", "O", "C", "H", "H", "H", "H", "H", "H", "H", "H", "C", "C", "C", "S", "O", "O", "C", "H", "H", "H", "H", "H", "H", "H", "H", "C", "C", "C", "S", "O", "O", "C", "H", "H", "H", "H", "H", "H", "H", "H", "C", "C", "C", "S", "O", "O", "C", "H", "H", "H", "H", "H", "H", "H", "H", "C", "C", "C", "S", "O", "O", "C", "H", "H", "H", "H", "H", "H", "H", "H", "C", "C", "C", "S", "O", "O", "C", "H", "H", "H", "H", "H", "H", "H", "H"], "xyz": [[-0.5935, 1.3420, 2.4773], [0.1844, 0.1571, 2.4344], [1.0814, -1.2214, 2.5120], [0.6931, -1.8799, 3.8161], [2.6817, -0.8484, 2.6782], [3.0182, -0.1485, 3.9269], [3.1146, 1.3206, 3.7233], [4.4981, 1.8272, 3.6604], [5.0325, 1.8230, 2.2896], [4.4131, 2.9967, 1.3091], [4.6720, 4.3722, 1.7616], [0.7883, -2.2099, 1.4658], [0.8441, -1.6434, 0.1121], [1.8974, -1.0033, -0.4359], [-0.4619, -1.8366, -0.9140], [-1.8526, -1.1979, -0.3307], [-2.3701, -0.0315, -1.3790], [-1.9938, 1.4999, -0.9322], [-0.2842, 2.0796, -1.4303], [-0.3757, 3.6471, -1.5917], [0.8242, 1.8379, -0.3698], [0.3279, 1.2112, -3.2283], [-1.4575, 2.1188, 2.7479], [3.3657, -1.8060, 2.5355], [2.9588, -0.1250, 1.7807], [2.4582, 1.7203, 2.8336], [2.6389, 1.8011, 4.7072], [6.1951, 2.0739, 2.3924], [5.0083, 0.7511, 1.7684], [4.9185, 2.8520, 0.2446], [3.2454, 2.8879, 1.1382], [3.7779, 4.8457, 1.9076], [-0.6501, -2.9818, -1.1711], [-0.2239, -1.3125, -1.9424], [-1.8220, -0.8640, 0.7899], [-2.6742, -2.0620, -0.3889], [-3.5591, -0.1268, -1.3983], [-2.0216, -0.1985, -2.4854], [-2.2376, 1.5959, 0.2119], [-2.7658, 2.2130, -1.4965], [1.2282, -5.5034, -4.9514], [0.7374, -4.7463, -6.1845], [-0.6238, -4.1435, -5.8410], [-0.6218, -3.8796, -4.0740], [-1.6113, -4.7517, -3.4770], [-0.5788, -2.4563, -3.8045], [0.9936, -4.5695, -3.7735], [2.2822, -5.7827, -5.0392], [0.6432, -6.4222, -4.8247], [1.4456, -3.9443, -6.4259], [0.6703, -5.3993, -7.0603], [-0.7815, -3.1896, -6.3505], [-1.4384, -4.8327, -6.0798], [1.0080, -5.0814, -2.8098], [1.7143, -3.7463, -3.7740], [6.7076, -2.6094, -2.4075], [5.4655, -1.8475, -2.8670], [4.3544, -2.1299, -1.8571], [5.1666, -2.4664, -0.3018], [4.9202, -3.8471, 0.0572], [4.9171, -1.3706, 0.6133], [6.8337, -2.3319, -0.9169], [7.6022, -2.2939, -2.9522], [6.5671, -3.6833, -2.5791], [5.6829, -0.7726, -2.8853], [5.1633, -2.1382, -3.8780], [3.6887, -1.2709, -1.7408], [3.7758, -3.0148, -2.1357], [7.4810, -3.0430, -0.4008], [7.1762, -1.3090, -0.7344], [-7.7853, 2.9394, -2.7551], [-7.0055, 4.2521, -2.6984], [-5.7353, 3.9964, -1.8889], [-5.3459, 2.2661, -2.1035], [-5.4863, 1.6005, -0.8255], [-4.1513, 2.1432, -2.9148], [-6.7640, 1.8678, -3.1064], [-8.5948, 2.9793, -3.4898], [-8.2277, 2.7295, -1.7739], [-6.7383, 4.5618, -3.7161], [-7.6002, 5.0574, -2.2560], [-4.9005, 4.6038, -2.2477], [-5.8969, 4.1778, -0.8228], [-7.1080, 0.8566, -2.8824], [-6.4627, 1.9398, -4.1557], [5.2936, -9.2481, -7.2675], [4.1889, -9.3089, -6.2138], [4.3241, -8.0663, -5.3352], [5.0680, -6.8074, -6.3615], [6.3798, -6.4979, -5.8328], [4.0847, -5.7814, -6.6459], [5.2689, -7.8266, -7.8094], [5.1381, -9.9838, -8.0620], [6.2633, -9.4547, -6.7989], [3.2108, -9.3051, -6.7101], [4.2498, -10.2236, -5.6159], [3.3513, -7.7172, -4.9798], [4.9883, -8.2472, -4.4857], [6.1844, -7.5516, -8.3360], [4.4001, -7.6662, -8.4547], [0.2867, 7.0809, 0.5495], [0.3982, 7.7230, 1.9314], [-1.0111, 8.1201, 2.3678], [-2.1248, 6.9863, 1.5518], [-2.9341, 7.7323, 0.6113], [-2.7039, 6.0948, 2.5369], [-0.8737, 6.1013, 0.6423], [1.2141, 6.5789, 0.2588], [0.0688, 7.8514, -0.1997], [0.8122, 6.9950, 2.6395], [1.0674, 8.5891, 1.9224], [-1.1357, 8.0358, 3.4503], [-1.2604, 9.1336, 2.0417], [-1.2620, 5.8016, -0.3326], [-0.5977, 5.2180, 1.2260], [0.1642, -1.3685, 7.8462], [-0.3266, -0.6113, 6.6131], [-1.6878, -0.0086, 6.9567], [-1.6858, 0.2553, 8.7236], [-2.6753, -0.6168, 9.3207], [-1.6428, 1.6787, 8.9931], [-0.0704, -0.4345, 9.0241], [1.2182, -1.6477, 7.7585], [-0.4208, -2.2872, 7.9730], [0.3816, 0.1906, 6.3718], [-0.3937, -1.2643, 5.7374], [-1.8455, 0.9454, 6.4471], [-2.5024, -0.6977, 6.7179], [-0.0560, -0.9465, 9.9878], [0.6503, 0.3886, 9.0236], [-7.0989, 3.4211, 3.8594], [-6.3190, 4.7339, 3.9161], [-5.0488, 4.4782, 4.7256], [-4.6594, 2.7479, 4.5110], [-4.7999, 2.0822, 5.7890], [-3.4648, 2.6249, 3.6997], [-6.0776, 2.3495, 3.5081], [-7.9084, 3.4610, 3.1247], [-7.5413, 3.2113, 4.8406], [-6.0518, 5.0435, 2.8984], [-6.9138, 5.5391, 4.3585], [-4.2141, 5.0856, 4.3668], [-5.2104, 4.6595, 5.7917], [-6.4216, 1.3383, 3.7321], [-5.7762, 2.4216, 2.4588]], "atomic_forces_ev_per_a": [[4.7633, -8.8620, 0.5354], [-5.5151, 7.2990, 0.6312], [0.3371, 1.1022, 2.1480], [0.6353, 1.3161, -3.5683], [0.7468, 0.3504, -1.4976], [-0.6674, 1.1793, -2.3809], [-0.6338, 1.0914, 1.4458], [-1.8719, -1.1092, -1.7922], [1.4415, 0.5803, -0.7790], [-0.7773, -0.8157, -0.8172], [-2.0770, -0.3996, 0.0935], [0.2378, 3.2004, -1.1388], [3.7720, 2.7175, -4.0767], [-6.3693, -4.1645, 4.5093], [0.1734, -0.3035, 0.6666], [-0.7363, -0.8321, -1.0004], [-0.7232, -0.0384, 0.4381], [-2.7464, -1.1194, -0.6145], [3.5970, 6.1676, 4.7402], [-0.4904, -5.6205, -0.4933], [-3.9850, -0.5148, -3.8315], [-0.7127, 0.2574, 0.8732], [2.2798, -1.9664, -0.7421], [-1.7802, 1.8892, 0.5690], [-0.8317, -1.7790, 1.6334], [1.4183, -1.1891, 1.4376], [1.3017, -1.1517, -2.0736], [-2.5672, -0.4533, -0.0192], [-0.3262, 2.3306, 1.0744], [-0.9510, 0.2642, 2.2163], [2.3968, -0.1019, 0.3598], [2.2851, -1.4567, -0.3529], [0.6386, 2.3843, 0.8600], [-0.0078, -1.1498, 2.5346], [0.1558, -0.3778, -2.2513], [1.8086, 1.8984, 0.1801], [2.6339, 0.6296, 0.1010], [-0.5545, 0.0600, 2.2015], [1.4534, 0.0979, -2.0559], [2.3872, -1.4580, 1.0272], [0.0823, -0.2974, -0.0225], [0.3150, 0.0041, -0.2642], [-0.1379, -0.0253, -0.6963], [0.0778, 0.1191, 0.0498], [0.1455, 0.5167, 0.0047], [-0.4031, -0.4470, -0.1364], [0.4573, -0.2343, 0.1615], [-0.2164, 0.1628, -0.0338], [0.0301, 0.0964, 0.0538], [-0.0711, -0.1662, 0.0408], [0.0230, 0.1450, 0.1291], [-0.1256, -0.1222, 0.2374], [0.0531, 0.1411, 0.1834], [-0.1387, 0.1841, -0.0207], [-0.1474, -0.0411, 0.0198], [0.1036, -0.1736, -0.2257], [0.0983, 0.1441, -0.2582], [-0.3749, 0.3032, -0.5951], [-0.1166, 0.2319, 0.1276], [-0.0372, 0.4343, 0.1855], [0.1290, -0.6361, -0.0265], [0.5598, -0.0030, -0.1528], [-0.1101, -0.0828, 0.0944], [0.0690, 0.1230, 0.0360], [-0.0366, -0.1460, 0.0115], [0.0343, 0.0626, 0.1516], [0.0528, -0.3214, 0.1858], [0.0862, 0.0778, 0.2096], [-0.1924, 0.0975, 0.0999], [-0.1005, -0.1288, 0.0528], [-0.2509, 0.0489, 0.1249], [-0.1788, 0.2590, -0.2259], [0.0207, 0.6819, 0.1454], [-0.3554, 0.0953, -0.3014], [0.4051, 0.0219, -0.2672], [-0.2833, -0.1531, 0.3143], [-0.4261, -0.2161, -0.2989], [0.1192, -0.0413, 0.1248], [0.0342, -0.0269, -0.1427], [-0.0369, -0.0481, 0.1529], [0.1439, -0.1153, -0.0761], [-0.0036, -0.2268, 0.1808], [0.1162, -0.1451, -0.1267], [0.2292, 0.0622, 0.0218], [0.0548, -0.0342, 0.1660], [0.1724, -0.2256, 0.0242], [-0.2309, -0.3091, -0.0539], [-0.3058, -0.3901, 0.5035], [0.1770, 0.1791, -0.1270], [-0.5640, 0.1804, -0.1579], [0.4262, 0.0224, 0.2326], [0.1038, -0.2802, -0.4789], [0.0511, 0.1218, 0.1135], [-0.1031, 0.0403, -0.1094], [0.1379, -0.0011, 0.0622], [-0.0415, 0.1711, -0.0815], [0.2653, 0.0770, -0.0034], [-0.0426, 0.1692, -0.1558], [-0.1294, 0.1561, 0.1374], [0.1094, 0.0642, 0.1140], [0.1399, 0.1293, -0.1700], [0.3576, -0.0093, 0.1074], [0.2950, 0.5110, 0.4550], [0.1482, -0.3144, -0.0809], [-0.1336, -0.2615, 0.3746], [-0.3438, 0.3234, -0.2805], [0.2685, -0.2462, -0.3140], [-0.1816, 0.0474, -0.0102], [0.0282, -0.1367, 0.0525], [-0.0688, 0.0964, -0.0930], [-0.1168, -0.1330, 0.0458], [-0.1868, 0.0182, -0.2167], [-0.0930, -0.2051, 0.0052], [-0.0716, -0.0486, 0.1959], [-0.1166, 0.0840, -0.0857], [0.0629, -0.2348, -0.0723], [0.2055, -0.0692, -0.2931], [-0.0821, -0.0132, -0.6573], [-0.0619, 0.3612, 0.0031], [0.1532, 0.4059, 0.0323], [-0.2874, -0.4817, 0.1807], [0.5009, -0.2714, 0.1807], [-0.1554, 0.0269, 0.0154], [0.0873, 0.1020, 0.0383], [-0.0774, -0.1376, 0.0031], [0.0327, 0.2298, 0.1870], [-0.1702, -0.1360, 0.2258], [0.0520, 0.1657, 0.1689], [-0.1438, 0.1882, -0.0388], [-0.1619, -0.0563, 0.0206], [-0.2458, 0.0398, 0.1384], [-0.1470, 0.2442, -0.2171], [0.0501, 0.7109, 0.1204], [0.0123, -0.0322, 0.1242], [0.3679, 0.0716, -0.5174], [0.0056, -0.2590, 0.3543], [-0.4268, -0.2038, -0.3412], [0.1003, -0.0437, 0.1094], [0.0390, -0.0293, -0.1424], [0.0030, -0.0309, 0.1471], [0.1298, -0.1101, -0.0708], [0.0023, -0.2194, 0.0841], [0.0889, -0.1996, -0.1259], [0.2345, 0.0667, 0.0225], [0.0442, -0.0479, 0.1293]]}

# 2
{"formula": "C9H12NO", "method": "ωB97M-V/def2-TZVPD", "e_above_lowest_kcal_mol": 113.4, "homo_lumo_gap_ev": [5.451, 5.448], "total_charge": 1, "species": ["C", "C", "C", "C", "C", "C", "C", "C", "C", "N", "O", "H", "H", "H", "H", "H", "H", "H", "H", "H", "H", "H", "H"], "xyz": [[-0.3244, -1.9923, -1.4776], [-0.9252, -2.2160, -2.7037], [-1.0859, -0.6151, 0.5070], [1.4639, 1.1342, 1.0316], [-1.1335, -1.0720, -0.7808], [0.5249, 1.9965, 1.4286], [-0.0198, -0.9754, 1.4586], [1.3589, -0.3488, 0.9411], [-2.1094, -1.4389, -2.6915], [0.8346, 3.4863, 1.3002], [-2.2317, -0.8366, -1.5160], [0.5522, -2.2233, -1.0826], [-0.6751, -2.6398, -3.6261], [-1.8260, -0.0291, 0.9621], [2.3605, 1.3968, 0.5901], [-0.3283, -0.7169, 2.3794], [0.2106, -2.0345, 1.3087], [1.5905, -0.5577, -0.0361], [2.1334, -0.6512, 1.6509], [-3.0021, -1.4918, -3.2118], [0.4010, 4.0733, 2.0681], [1.7615, 3.7909, 1.1746], [0.4693, 3.9615, 0.3252]], "atomic_forces_ev_per_a": [[-3.1848, 2.0247, -1.5024], [-1.5467, 1.8789, 0.1587], [1.4361, -0.6494, 0.3709], [-2.1674, 1.1891, 0.2083], [0.0885, -0.8345, 0.5248], [-0.9330, -0.9647, 0.0124], [1.9897, -0.9424, -5.1328], [-1.1274, 1.4150, 4.2259], [1.9476, -1.2329, 3.0101], [-2.5664, 2.0455, -2.4708], [-1.2362, 0.9148, -1.1404], [3.7781, -1.6799, 1.1903], [0.9264, -1.2173, -0.6665], [-1.3442, 0.9211, -0.1471], [2.2926, 1.0927, -0.7103], [-0.3667, 0.8814, 3.3360], [-0.3692, -0.1441, 0.6086], [0.4067, -1.3185, -2.2507], [0.0911, -0.8099, -0.4142], [-1.2543, 0.2958, -1.5854], [0.5482, -1.1402, -1.0931], [2.3907, 0.0812, 0.5362], [0.2005, -1.8063, 2.9312]]}

# 3
{"formula": "C7H8O2", "method": "ωB97M-V/def2-TZVPD", "multiplicity": 3, "e_above_lowest_kcal_mol": 48.1, "homo_lumo_gap_ev": [7.093, 7.559], "species": ["C", "C", "C", "C", "C", "C", "C", "O", "O", "H", "H", "H", "H", "H", "H", "H", "H"], "xyz": [[0.7631, -1.3270, -0.1445], [2.0919, 0.8096, 0.3924], [-1.1655, -0.3149, 0.9241], [0.2248, -0.9950, 1.1137], [-0.4706, 0.6534, -0.0687], [0.8934, 0.1244, 0.2537], [-1.1258, 0.3531, -1.4463], [1.2308, -2.0289, -0.9961], [2.2704, 1.9150, -0.0627], [2.7949, 0.1970, 0.9021], [-2.0693, -0.8001, 0.5821], [-1.4729, 0.2107, 1.8546], [0.5867, -1.5479, 1.9815], [-0.5600, 1.8235, 0.0419], [-0.7573, 1.0026, -2.3521], [-2.1849, 0.5336, -1.1912], [-1.0498, -0.6091, -1.7845]], "atomic_forces_ev_per_a": [[-0.6205, -0.3839, 0.0299], [0.9672, 0.5418, -0.2109], [0.7356, 1.7622, 1.5315], [-0.2620, -0.4350, 0.8739], [-1.7100, 2.5569, -1.7251], [-3.5677, -0.1324, 0.4594], [0.2728, 3.9775, -0.4569], [1.4518, -1.8419, -1.8266], [0.3788, 0.5271, 0.0026], [1.6731, -0.2532, 0.7267], [0.2949, -0.7545, -0.3055], [0.4589, -0.2137, -0.3570], [-0.0520, 0.3216, 0.2305], [0.1147, -2.2988, 0.4004], [-0.7774, -0.8282, 1.9220], [0.2562, 0.1846, -0.8660], [0.3856, -2.7300, -0.4288]]}

Copy entry 3 word for word.
{"formula": "C7H8O2", "method": "ωB97M-V/def2-TZVPD", "multiplicity": 3, "e_above_lowest_kcal_mol": 48.1, "homo_lumo_gap_ev": [7.093, 7.559], "species": ["C", "C", "C", "C", "C", "C", "C", "O", "O", "H", "H", "H", "H", "H", "H", "H", "H"], "xyz": [[0.7631, -1.3270, -0.1445], [2.0919, 0.8096, 0.3924], [-1.1655, -0.3149, 0.9241], [0.2248, -0.9950, 1.1137], [-0.4706, 0.6534, -0.0687], [0.8934, 0.1244, 0.2537], [-1.1258, 0.3531, -1.4463], [1.2308, -2.0289, -0.9961], [2.2704, 1.9150, -0.0627], [2.7949, 0.1970, 0.9021], [-2.0693, -0.8001, 0.5821], [-1.4729, 0.2107, 1.8546], [0.5867, -1.5479, 1.9815], [-0.5600, 1.8235, 0.0419], [-0.7573, 1.0026, -2.3521], [-2.1849, 0.5336, -1.1912], [-1.0498, -0.6091, -1.7845]], "atomic_forces_ev_per_a": [[-0.6205, -0.3839, 0.0299], [0.9672, 0.5418, -0.2109], [0.7356, 1.7622, 1.5315], [-0.2620, -0.4350, 0.8739], [-1.7100, 2.5569, -1.7251], [-3.5677, -0.1324, 0.4594], [0.2728, 3.9775, -0.4569], [1.4518, -1.8419, -1.8266], [0.3788, 0.5271, 0.0026], [1.6731, -0.2532, 0.7267], [0.2949, -0.7545, -0.3055], [0.4589, -0.2137, -0.3570], [-0.0520, 0.3216, 0.2305], [0.1147, -2.2988, 0.4004], [-0.7774, -0.8282, 1.9220], [0.2562, 0.1846, -0.8660], [0.3856, -2.7300, -0.4288]]}